No. 1
The following is a DFT calculation (ωB97M-V/def2-TZVPD) of a molecular structure, C21H38BBiF4O11P2Se4.

Results
Net charge: -2
HOMO (eV): -1.8
LUMO energy (eV): 3.82
Calculated total energy (eV): -342282.8445
F_max (eV/A): 0.80

CARTESIAN COORDINATES (ANGSTROEM)
Bi 2.73 -0.64 0.52
O 3.47 -4.29 -1.03
C 2.97 -3.83 -0.01
O 3.47 -2.90 0.73
C 1.67 -4.48 0.46
C 1.32 -4.29 1.94
C 0.31 -5.38 2.38
C -1.00 -4.85 1.72
C -0.48 -3.59 1.02
O 0.51 -3.11 1.95
C 0.36 -3.98 -0.22
C 0.41 -2.78 -1.16
O -0.42 -2.75 -2.08
O 1.23 -1.85 -0.88
H 1.80 -5.54 0.22
H 2.17 -4.15 2.60
H 0.23 -5.41 3.46
H 0.60 -6.37 2.02
H -1.74 -4.59 2.47
H -1.44 -5.56 1.02
H -1.22 -2.81 0.84
H -0.14 -4.77 -0.77
Se 3.12 -1.39 3.09
Se 3.05 0.25 4.76
Se 3.87 2.17 3.66
Se 2.83 1.99 1.61
C -0.83 4.90 -1.96
C 0.61 4.56 -2.28
C 0.85 4.27 -3.75
O 1.09 3.46 -1.49
P 0.50 2.04 -1.20
O 1.52 1.01 -1.01
C -0.52 2.23 0.28
P -0.83 0.67 1.14
O 0.27 -0.29 1.17
O -2.11 0.08 0.42
C -3.41 0.69 0.55
C -3.94 0.94 -0.85
C -4.28 -0.23 1.37
O -1.35 1.06 2.58
C -0.42 0.85 3.71
C -0.75 -0.49 4.34
C -0.57 2.03 4.64
O -0.52 1.66 -2.35
C -0.27 0.37 -3.07
C 0.77 0.58 -4.15
C -1.61 -0.08 -3.58
H -1.13 5.80 -2.49
H -0.96 5.07 -0.89
H -1.50 4.09 -2.27
H 1.25 5.38 -1.98
H 0.18 3.49 -4.10
H 1.88 3.94 -3.89
H 0.68 5.18 -4.34
H -1.49 2.67 0.03
H 0.03 2.88 0.96
H -3.31 1.65 1.08
H -4.08 -0.01 -1.37
H -3.23 1.53 -1.43
H -4.90 1.46 -0.80
H -4.32 -1.21 0.90
H -5.29 0.17 1.45
H -3.87 -0.35 2.37
H 0.59 0.81 3.32
H -1.79 -0.50 4.68
H -0.09 -0.66 5.18
H -0.59 -1.29 3.62
H -1.56 2.06 5.09
H -0.38 2.96 4.10
H 0.18 1.94 5.43
H 0.10 -0.35 -2.35
H 0.41 1.30 -4.90
H 0.96 -0.37 -4.64
H 1.71 0.92 -3.73
H -2.07 0.69 -4.22
H -2.28 -0.31 -2.75
H -1.48 -0.99 -4.16
F 3.93 0.24 -3.23
B 4.50 1.33 -2.55
F 5.81 1.55 -2.99
F 3.71 2.49 -2.78
F 4.52 1.05 -1.15

Atom charges from the Mulliken analysis, given in e for atoms 1 to 5:
1. Bi 1.735
2. O -0.752
3. C -0.226
4. O -0.727
5. C -0.040

=====

No. 2
The following is a DFT calculation (ωB97M-V/def2-TZVPD) of a molecular structure, C21H38BrCl2F8N3Na2O6P at a distorted geometry.

Results
Net charge: +1
HOMO (eV): -7.1
LUMO energy (eV): -5.76
Calculated total energy (eV): -174088.7504
F_max (eV/A): 2.28

CARTESIAN COORDINATES (ANGSTROEM)
O 3.20 -3.72 -0.44
C 2.46 -2.77 -0.42
C 2.80 -1.36 -0.05
C 1.72 -0.55 -0.76
C 0.51 -1.47 -0.89
P -0.73 -1.46 0.54
O -0.38 -0.25 1.56
Cl -2.44 -0.94 -0.45
N 1.08 -2.84 -0.79
H 2.70 -1.24 1.03
H 3.77 -1.11 -0.48
H 2.03 -0.14 -1.72
H 1.49 0.34 -0.16
H -0.07 -1.35 -1.80
H -0.39 0.63 1.14
H 0.66 -3.26 0.05
C 8.86 4.28 -0.33
C 8.14 4.46 -1.66
N 7.31 3.29 -2.01
C 5.96 3.30 -2.31
C 5.62 2.02 -2.63
N 6.74 1.26 -2.51
C 7.75 2.04 -2.13
C 6.81 -0.21 -2.76
H 9.52 3.41 -0.35
H 9.47 5.16 -0.13
H 8.16 4.16 0.49
H 8.86 4.60 -2.47
H 7.49 5.33 -1.64
H 5.41 4.23 -2.29
H 4.69 1.55 -2.95
H 8.76 1.70 -1.96
H 7.10 -0.72 -1.85
H 7.53 -0.39 -3.55
H 5.83 -0.55 -3.07
C -1.55 0.23 -4.76
C -0.78 -0.34 -5.95
C 0.66 -0.07 -5.56
O 0.71 -0.14 -4.12
C -0.63 -0.15 -3.62
H -2.55 -0.19 -4.65
H -1.65 1.32 -4.84
H -0.95 -1.44 -6.00
H -1.06 0.10 -6.90
H 0.99 0.94 -5.87
H 1.35 -0.80 -5.97
H -0.85 -1.17 -3.27
H -0.69 0.54 -2.76
C -5.55 -0.98 -2.83
O -5.18 0.05 -3.74
H -5.32 -1.94 -3.30
H -4.98 -0.89 -1.91
H -6.62 -0.93 -2.61
H -5.39 0.89 -3.33
Br 5.39 -2.76 -2.02
Na 2.20 -5.31 -0.91
C -4.00 0.08 3.36
C -2.93 0.27 4.45
C -2.14 -0.96 4.91
F -2.93 -1.87 5.49
F -1.21 -0.57 5.82
F -3.46 0.90 5.51
F -1.99 1.12 3.90
O -5.36 0.00 3.77
C -5.94 -1.20 4.14
C -6.44 -1.16 5.58
F -5.41 -0.96 6.43
F -7.00 -2.36 5.89
F -5.12 -2.24 3.90
F -7.03 -1.36 3.34
H -3.97 0.99 2.77
H -3.74 -0.73 2.68
H -1.62 -1.42 4.06
H -7.17 -0.37 5.72
Cl -1.63 -3.36 -6.77
Na 4.36 3.25 -0.40
C -8.63 -0.74 8.48
O -8.09 0.23 7.58
H -8.50 -1.72 8.02
H -8.11 -0.72 9.44
H -9.70 -0.56 8.64
H -8.20 1.09 7.98

Atom charges from the Mulliken analysis, given in e for atoms 1 to 5:
1. O -0.793
2. C 0.583
3. C -0.346
4. C -0.336
5. C 1.504

=====

No. 3
The following is a DFT calculation (ωB97M-V/def2-TZVPD) of a molecular structure, C21H38ClInN5O3 at a distorted geometry.

Results
Net charge: +1
Energy relative to the best compared isomer or geometry (same formula, charge and spin) (kcal per mole): 17.3
HOMO (eV): -11.0
LUMO energy (eV): -2.12
Calculated total energy (eV): -53680.0505
F_max (eV/A): 1.70

CARTESIAN COORDINATES (ANGSTROEM)
In -0.14 1.45 -0.94
N -0.43 3.71 -0.50
C -1.62 4.54 -0.71
C -2.84 3.92 -0.03
C -3.39 2.70 -0.78
N -2.47 1.58 -0.64
H -0.13 3.74 0.47
H 0.36 4.06 -1.05
H -1.80 4.62 -1.78
H -1.45 5.55 -0.31
H -3.62 4.67 0.04
H -2.57 3.61 0.99
H -3.50 2.95 -1.85
H -4.38 2.44 -0.39
H -2.73 0.78 -1.22
H -2.48 1.23 0.31
C 3.86 -2.64 4.96
C 3.18 -1.67 4.04
C 3.78 -1.21 2.88
C 3.12 -0.34 2.02
C 3.82 0.13 0.78
C 1.81 0.06 2.32
C 1.21 -0.36 3.51
C -0.15 0.11 3.91
C 1.90 -1.21 4.35
C 1.04 0.81 1.30
O 1.55 1.73 0.62
O -0.15 0.45 1.06
H 4.93 -2.69 4.77
H 3.44 -3.64 4.82
H 3.71 -2.37 6.00
H 4.78 -1.55 2.63
H 4.76 -0.40 0.64
H 4.03 1.20 0.86
H 3.20 -0.01 -0.10
H -0.23 1.19 3.79
H -0.35 -0.15 4.95
H -0.90 -0.37 3.28
H 1.44 -1.53 5.27
C -2.09 -4.37 -0.65
N -2.02 -2.93 -0.54
C -1.54 -2.46 0.74
C -2.07 -2.06 -1.57
O -1.60 -0.91 -1.46
N -2.65 -2.44 -2.75
C -2.48 -1.56 -3.89
C -3.80 -3.31 -2.83
H -1.27 -4.81 -0.09
H -1.99 -4.70 -1.68
H -3.02 -4.77 -0.23
H -2.23 -2.78 1.53
H -1.47 -1.38 0.72
H -0.55 -2.86 0.96
H -1.58 -0.97 -3.76
H -3.33 -0.88 -3.99
H -2.39 -2.17 -4.79
H -4.27 -3.41 -1.86
H -3.55 -4.30 -3.22
H -4.53 -2.86 -3.51
C 4.37 3.03 -2.88
C 3.02 3.13 -2.43
N 1.94 3.24 -2.04
H 4.49 3.57 -3.82
H 4.63 1.98 -3.04
H 5.03 3.45 -2.12
Cl 0.82 0.79 -4.08
C 0.98 0.22 -2.45
H 2.03 0.24 -2.16
H 0.56 -0.78 -2.36

Atom charges from the Mulliken analysis, given in e for atoms 1 to 5:
1. In 1.813
2. N -0.451
3. C -0.792
4. C -0.449
5. C -0.798

=====

Summary of gap between HOMO and LUMO in eV
5.6642; 1.3270; 8.8474
(order as listed above)